(1)
ORCA calculation (ωB97M-V/def2-TZVPD) on a cluster of 7 separate species, C15H31Cl12NO in total in a non-equilibrium geometry.

```
60
C15H31Cl12NO, DFT ωB97M-V/def2-TZVPD
Cl 0.381 1.672 -6.213
C -1.032 2.416 -5.393
C -1.584 1.480 -4.328
Cl -3.037 2.223 -3.642
H -1.781 2.681 -6.132
H -0.744 3.347 -4.908
H -0.929 1.246 -3.490
H -1.861 0.496 -4.705
Cl -4.073 4.256 0.906
C -2.991 2.993 1.468
C -1.541 3.474 1.367
Cl -0.358 2.267 1.986
H -3.135 2.028 0.984
H -3.306 2.776 2.490
H -1.420 4.303 2.053
H -1.331 3.606 0.312
Cl -0.912 -1.516 3.417
C -0.122 -0.529 4.703
C 1.247 -0.132 4.184
Cl 1.919 1.341 4.881
H -0.064 -1.182 5.570
H -0.784 0.303 4.921
H 1.208 -0.015 3.101
H 2.020 -0.882 4.342
Cl 4.314 4.354 -1.433
C 4.183 2.563 -1.415
C 3.588 2.027 -2.693
Cl 1.832 2.371 -2.859
H 3.593 2.242 -0.560
H 5.223 2.285 -1.273
H 3.690 0.946 -2.754
H 4.022 2.461 -3.589
Cl 1.062 -4.516 5.000
C 1.698 -4.983 3.382
C 1.198 -3.925 2.439
Cl 1.447 -4.401 0.727
H 1.288 -5.973 3.186
H 2.771 -5.149 3.439
H 1.740 -2.991 2.586
H 0.150 -3.670 2.491
Cl -2.346 -2.293 0.538
C -3.966 -1.807 0.001
C -3.924 -0.543 -0.829
Cl -3.473 -0.917 -2.517
H -4.565 -1.695 0.907
H -4.423 -2.680 -0.464
H -3.106 0.100 -0.521
H -4.878 -0.038 -0.688
C 2.056 -1.447 0.216
O 2.142 -0.983 1.339
N 1.253 -1.029 -0.777
C 1.202 -1.766 -2.034
C 0.237 -0.011 -0.654
H 2.674 -2.310 -0.072
H 1.933 -2.569 -2.082
H 1.448 -1.081 -2.852
H 0.192 -2.157 -2.165
H 0.457 0.703 -1.453
H -0.806 -0.330 -0.706
H 0.327 0.560 0.266
```

The energy relative to the best compared isomer or geometry (same formula, charge and spin) comes out at 36.34 kJ/mol. Its frontier orbital gap is 9.8779 eV. As for the LUMO energy: 0.4502 eV. Its SMILES is CN(C)C=O.ClCCCl.ClCCCl.ClCCCl.ClCCCl.ClCCCl.ClCCCl. Its spin multiplicity is 1.

***

(2)
ORCA calculation (ωB97M-V/def2-TZVPD) on a cluster of 7 separate species, C25H61N3O11 in total in a non-equilibrium geometry.

```
100
C25H61N3O11, DFT ωB97M-V/def2-TZVPD
C 0.332 -3.927 3.126
O -0.924 -3.464 3.623
C -1.069 -3.463 5.039
C -0.167 -2.414 5.719
O 1.075 -2.976 5.751
C 2.157 -2.128 5.576
H 0.250 -3.820 2.044
H 0.440 -4.984 3.367
H 1.180 -3.356 3.505
H -0.831 -4.505 5.256
H -2.071 -3.348 5.451
H -0.548 -2.221 6.722
H -0.140 -1.471 5.172
H 2.115 -1.551 4.652
H 3.054 -2.749 5.591
H 2.077 -1.368 6.352
C 7.650 2.373 -0.990
O 6.326 1.883 -1.114
C 5.591 2.040 0.096
C 5.446 0.742 0.859
O 4.980 -0.482 0.182
C 3.582 -0.607 0.044
H 8.307 1.826 -0.314
H 7.522 3.395 -0.636
H 8.202 2.212 -1.916
H 4.566 2.389 -0.030
H 5.984 2.908 0.625
H 4.887 1.092 1.727
H 6.376 0.430 1.335
H 3.065 -0.806 0.982
H 3.385 -1.497 -0.554
H 3.139 0.265 -0.436
C 5.835 2.656 -4.329
O 4.444 2.633 -4.806
C 3.537 2.185 -3.716
C 2.079 2.181 -4.042
O 1.497 3.417 -4.438
C 1.695 4.509 -3.573
H 6.093 1.700 -3.874
H 5.941 3.376 -3.517
H 6.639 2.921 -5.016
H 3.653 2.764 -2.799
H 3.978 1.209 -3.509
H 1.516 1.659 -3.268
H 1.828 1.684 -4.979
H 2.616 5.077 -3.705
H 1.781 4.183 -2.537
H 0.856 5.193 -3.703
C -4.720 -2.390 -1.953
O -4.214 -2.978 -3.200
C -4.396 -2.184 -4.357
C -5.929 -2.102 -4.746
O -6.641 -1.381 -3.719
C -8.023 -1.160 -4.000
H -4.297 -3.008 -1.161
H -5.800 -2.476 -1.836
H -4.435 -1.356 -1.761
H -3.737 -2.524 -5.156
H -4.052 -1.150 -4.338
H -6.369 -3.097 -4.806
H -6.123 -1.535 -5.656
H -8.122 -0.368 -4.742
H -8.566 -0.995 -3.069
H -8.581 -1.965 -4.478
C -4.281 -3.705 2.346
O -4.552 -4.821 1.855
N -4.971 -2.560 2.075
C -4.587 -1.331 2.702
C -6.250 -2.527 1.389
H -3.490 -3.455 3.070
H -3.717 -1.472 3.343
H -5.384 -1.002 3.369
H -4.428 -0.546 1.962
H -6.501 -3.426 0.826
H -7.040 -2.465 2.136
H -6.392 -1.609 0.819
C 2.152 5.099 2.208
O 3.263 5.539 1.858
N 1.350 4.341 1.439
C 0.106 3.699 1.979
C 1.823 3.889 0.098
H 1.743 5.264 3.217
H -0.368 3.187 1.142
H -0.564 4.370 2.516
H 0.395 2.846 2.592
H 1.108 3.792 -0.719
H 2.560 4.520 -0.399
H 2.315 2.923 0.210
C -0.850 0.469 -1.006
O 0.018 1.296 -1.228
N -0.772 -0.483 -0.007
C -1.822 -1.494 0.115
C 0.176 -0.550 1.075
H -1.702 0.300 -1.684
H -1.501 -2.478 0.458
H -2.557 -1.590 -0.684
H -2.462 -1.294 0.975
H 0.800 -1.430 0.919
H 0.871 0.289 1.032
H -0.412 -0.683 1.983
```

The energy relative to the best compared isomer or geometry (same formula, charge and spin) comes out at 0.00 kJ/mol. Its frontier orbital gap is 9.4384 eV. As for the LUMO energy: 0.0901 eV. Its SMILES is CN(C)C=O.CN(C)C=O.CN(C)C=O.COCCOC.COCCOC.COCCOC.COCCOC. Its spin multiplicity is 1.

***

(3)
ORCA calculation (ωB97M-V/def2-TZVPD) on a structure of composition C37H30ClCoO5P2S5 in a non-equilibrium geometry.

```
81
C37H30ClCoO5P2S5, DFT ωB97M-V/def2-TZVPD
Co 0.186 -0.002 -0.072
S -2.770 0.403 6.522
C -2.110 0.231 5.038
S -0.415 0.490 4.718
C -0.466 0.162 3.004
C -1.703 -0.158 2.474
S -2.007 -0.499 0.837
S -3.023 -0.224 3.618
S 0.987 0.225 2.138
O 0.797 -1.998 -0.507
P 1.749 -2.559 -1.499
C 2.798 -1.283 -2.320
P 3.406 -0.061 -1.092
O 2.268 0.624 -0.438
C 4.377 1.129 -2.061
C 3.815 1.610 -3.237
C 4.470 2.573 -3.979
C 5.684 3.070 -3.532
C 6.227 2.622 -2.338
C 5.574 1.653 -1.596
C 4.509 -0.905 0.077
C 4.343 -0.667 1.435
C 5.194 -1.264 2.349
C 6.199 -2.109 1.911
C 6.366 -2.346 0.555
C 5.532 -1.737 -0.364
C 0.922 -3.372 -2.903
C 0.337 -2.572 -3.879
C -0.277 -3.161 -4.968
C -0.319 -4.542 -5.077
C 0.223 -5.341 -4.084
C 0.850 -4.756 -2.996
C 2.910 -3.708 -0.715
C 3.869 -4.369 -1.473
C 4.772 -5.208 -0.850
C 4.725 -5.379 0.525
C 3.759 -4.733 1.281
C 2.847 -3.898 0.659
H 2.136 -0.704 -2.967
H 3.598 -1.736 -2.902
H 2.855 1.237 -3.561
H 4.039 2.931 -4.903
H 6.194 3.823 -4.112
H 7.165 3.025 -1.985
H 5.979 1.297 -0.658
H 3.555 -0.010 1.770
H 5.081 -1.050 3.400
H 6.868 -2.568 2.623
H 7.162 -2.990 0.214
H 5.681 -1.891 -1.424
H 0.334 -1.498 -3.764
H -0.704 -2.549 -5.748
H -0.805 -4.993 -5.929
H 0.165 -6.418 -4.167
H 1.286 -5.362 -2.213
H 3.887 -4.235 -2.547
H 5.505 -5.730 -1.448
H 5.436 -6.035 1.003
H 3.718 -4.892 2.349
H 2.076 -3.397 1.227
C -3.027 4.511 -2.004
C -3.403 3.062 -2.041
C -4.447 2.596 -1.253
C -4.813 1.263 -1.288
Cl -6.116 0.720 -0.292
C -4.171 0.366 -2.124
C -3.125 0.819 -2.900
C -2.727 2.148 -2.851
O -1.649 2.528 -3.640
C -0.451 2.720 -2.909
C -0.271 1.612 -1.872
O 0.004 0.448 -2.240
O -0.440 1.900 -0.665
H -3.912 5.117 -1.829
H -2.573 4.815 -2.943
H -2.324 4.701 -1.194
H -4.974 3.277 -0.601
H -4.480 -0.666 -2.157
H -2.591 0.129 -3.533
H -0.444 3.686 -2.387
H 0.353 2.679 -3.649
```

Its frontier orbital gap (spin up / spin down) is 7.0391 / 6.6519 eV. As for the LUMO energy (spin up / spin down): 0.0278 / -1.4718 eV. Its spin multiplicity is 5.

***

(4)
ORCA calculation (ωB97M-V/def2-TZVPD) on a structure of composition C8H14N2PRh in a non-equilibrium geometry.

```
26
C8H14N2PRh, DFT ωB97M-V/def2-TZVPD
C -1.772 -0.207 -2.446
C -0.761 -0.593 -3.408
C -0.380 -1.948 -3.180
C -1.175 -2.483 -2.143
C -2.073 -1.438 -1.621
Rh -1.481 0.081 -0.194
P -2.550 1.918 0.430
H -2.440 0.658 -2.527
H -0.396 0.073 -4.193
H 0.429 -2.455 -3.710
H -3.054 -1.588 -1.162
H -1.146 -3.489 -1.728
H -3.876 1.692 0.939
H -2.787 2.850 -0.651
H -2.020 2.784 1.427
C 2.637 -0.791 2.751
N 2.173 0.320 1.914
C 2.647 1.681 2.207
C 1.244 0.109 1.034
N 0.201 -0.033 0.517
H 3.389 -0.415 3.443
H 3.073 -1.576 2.122
H 1.807 -1.223 3.325
H 3.101 2.125 1.312
H 1.822 2.327 2.538
H 3.390 1.623 3.003
```

The energy relative to the best compared isomer or geometry (same formula, charge and spin) comes out at 0.00 kJ/mol. Its frontier orbital gap (spin up / spin down) is 3.8989 / 6.5798 eV. As for the LUMO energy (spin up / spin down): 0.6673 / -1.3066 eV. Its spin multiplicity is 5.

***

(5)
ORCA calculation (ωB97M-V/def2-TZVPD) on a structure of composition C21H43N2P3PmS2 in a non-equilibrium geometry.

```
72
C21H43N2P3PmS2, DFT ωB97M-V/def2-TZVPD
Pm -0.547 -0.302 -0.544
P 0.682 -2.161 1.695
P 0.795 1.469 1.684
P 2.774 0.258 -1.509
H -2.687 -0.745 -5.764
C -1.642 -1.100 -5.818
C -1.251 -2.201 -5.152
H -1.913 -2.728 -4.458
C -0.351 -3.307 2.728
C 1.923 -1.750 3.017
C 1.687 -3.449 0.823
C 0.564 3.223 1.190
C 0.036 1.562 3.359
C 2.518 1.645 2.317
C 3.856 -0.142 -2.963
C 3.769 -0.499 -0.172
C 3.226 2.029 -1.309
H -0.981 -0.458 -6.433
H -0.312 -2.700 -5.396
H -1.409 -3.130 2.486
H -0.153 -3.105 3.794
H -0.070 -4.348 2.495
H 1.505 -1.019 3.726
H 2.837 -1.335 2.567
H 2.173 -2.673 3.567
H 1.180 -3.698 -0.121
H 1.726 -4.342 1.469
H 2.702 -3.082 0.608
H 1.127 3.864 1.882
H -0.500 3.481 1.245
H 0.946 3.370 0.171
H 0.724 2.091 4.027
H -0.141 0.557 3.751
H -0.906 2.112 3.313
H 2.516 2.465 3.046
H 3.218 1.888 1.514
H 2.838 0.729 2.822
H 4.796 0.436 -2.917
H 3.286 0.120 -3.870
H 4.123 -1.210 -2.960
H 4.832 -0.526 -0.400
H 3.404 -1.522 -0.108
H 3.617 -0.024 0.796
H 4.155 2.270 -1.834
H 3.352 2.381 -0.281
H 2.405 2.603 -1.760
C -0.895 -0.629 -3.022
C -0.535 0.565 -3.688
C -1.576 1.430 -4.066
C -2.861 1.295 -3.534
C -3.225 0.136 -2.871
C -2.230 -0.797 -2.559
S 0.119 -2.127 -2.802
H 1.289 -1.777 -3.408
H 0.419 0.550 -4.224
H -1.396 2.182 -4.847
H -3.614 2.044 -3.749
H -4.263 -0.094 -2.667
H -2.549 -1.777 -2.183
C -4.169 2.137 1.650
N -3.608 1.213 2.628
C -3.546 1.437 3.999
C -3.009 0.331 4.569
N -2.748 -0.553 3.530
C -3.072 0.006 2.321
S -2.964 -0.668 0.740
H -3.378 2.581 1.031
H -4.861 1.608 0.985
H -4.698 2.923 2.204
H -3.911 2.357 4.413
H -2.783 0.119 5.605
H -2.364 -1.487 3.621
```

As for the net charge: +3. Its frontier orbital gap (spin up / spin down) is 6.9929 / 7.1857 eV. As for the LUMO energy (spin up / spin down): -9.7507 / -9.5555 eV. Its spin multiplicity is 5.